{
  "formula": "C4H8N4O",
  "method": "the ωB97M-V functional and the def2-TZVPD basis",
  "e_tot_ha": -451.4406,
  "orbital_gap_ev": 8.44,
  "de_lowest_kcal_mol": 48.71,
  "symbols": ["C", "C", "C", "C", "N", "N", "N", "N", "O", "H", "H", "H", "H", "H", "H", "H", "H"],
  "xyz": [[1.429, 1.057, -0.272], [-1.016, 0.548, -0.397], [0.570, -1.040, 0.748], [0.255, 0.430, 0.448], [2.305, 1.717, 0.356], [4.067, -1.201, -0.495], [3.111, 2.238, 0.972], [3.807, -2.067, 0.129], [1.556, 0.944, -1.644], [-0.888, 0.043, -1.353], [-1.279, 1.588, -0.585], [-1.841, 0.074, 0.130], [0.913, -1.540, -0.155], [-0.311, -1.561, 1.117], [1.345, -1.119, 1.506], [0.111, 0.965, 1.394], [0.792, 1.358, -2.064]]
}